ORCA calculation (the ωB97M-V functional and the def2-TZVPD basis) on C5H7N as an isolated structure.

Structure (ORCA input):
```
! RIJCOSX wB97M-V def2-TZVPD def2/J DEFGRID3
* xyz 0 1
H 1.814 0.093 2.119
C -1.362 0.417 -1.242
C 0.054 -0.036 -0.934
H 0.071 -1.061 -1.040
H 2.229 -0.769 0.655
C 1.350 -0.460 1.286
C 0.277 0.199 0.541
H -2.051 -0.341 -1.144
H 0.789 -1.459 1.691
H 0.888 0.334 -1.480
N -0.648 0.922 1.093
H -1.656 1.022 -2.017
C -1.755 1.140 0.473
*
```

Computed properties:
- DFT total energy (eV) = -6783.4846
- relative energy (zero: lowest compared OMol25 entry of this formula, charge and spin) (kcal/mol) = 115.9

Here are the Mulliken charges for atoms 1 to 8, given in e: 0.35 -0.95 -0.36 0.31 0.29 -0.96 0.55 0.30


ORCA calculation (the ωB97M-V functional and the def2-TZVPD basis) on a 13-piece molecular cluster, C46H129N11O13 overall.

Structure (ORCA input):
```
! RIJCOSX wB97M-V def2-TZVPD def2/J DEFGRID3
* xyz -1 2
H -32.219 20.313 -1.959
H -30.225 30.859 -2.117
H -34.311 27.082 -2.062
H -31.011 35.590 -5.465
H -35.065 30.782 -6.558
O -29.352 28.125 -0.737
C -30.858 30.356 -2.848
H -33.356 32.078 0.974
H -36.060 29.161 -1.947
H -29.991 29.995 -0.139
H -31.043 39.078 -2.951
H -35.272 30.557 -4.442
C -35.209 29.478 -4.582
C -32.195 32.045 -7.112
O -28.462 22.463 -7.391
C -31.175 28.478 0.869
H -23.520 26.302 -10.064
C -30.174 29.107 -4.788
C -31.637 33.180 1.092
C -31.339 20.855 -2.308
C -28.447 24.360 -5.858
H -35.465 32.927 -1.788
H -27.857 28.191 -2.301
H -29.221 28.467 -10.376
H -32.987 32.233 -7.836
H -27.561 26.379 -6.092
O -31.328 35.469 0.377
N -30.459 32.387 -8.651
H -28.249 22.105 -9.484
H -36.199 38.741 -1.677
C -32.421 39.292 -4.598
H -31.994 30.200 1.540
H -30.136 31.486 -6.876
H -31.788 23.131 -8.969
H -36.063 33.575 -5.931
H -33.328 26.233 -7.992
C -28.057 23.833 -7.218
H -32.407 30.784 -4.263
C -32.994 21.379 -8.772
H -37.541 34.469 -2.084
H -27.331 28.598 -0.779
H -31.383 36.498 -1.443
H -34.228 26.911 -3.841
H -30.804 27.953 -9.771
O -31.413 22.254 -2.110
C -24.673 28.416 -7.737
H -29.137 26.288 -6.444
H -31.946 33.647 2.028
H -31.264 29.444 -2.412
H -36.639 32.256 -3.070
H -34.697 37.869 -1.463
H -28.967 25.960 -1.481
O -29.933 30.211 -3.918
H -33.675 40.914 -4.590
H -30.762 29.765 2.434
N -33.219 40.352 -3.886
O -27.993 36.375 -1.733
C -29.845 28.986 0.247
C -30.905 31.488 -7.648
O -29.816 29.713 -9.045
H -29.106 29.008 1.048
H -32.191 27.547 -0.803
H -27.879 29.680 -7.635
C -34.727 27.415 -3.013
H -27.971 24.197 -3.876
H -35.162 33.130 -3.504
H -30.921 33.153 -2.938
H -32.593 40.980 -3.402
H -32.437 29.328 -0.614
H -31.178 32.422 -9.360
C -35.951 33.041 -2.757
H -28.145 20.744 -8.482
C -35.582 37.946 -2.096
H -33.411 32.359 -2.691
C -32.269 22.595 -8.151
N -31.260 22.074 -7.188
H -31.849 29.973 -8.858
N -27.684 23.793 -4.755
H -32.089 33.125 -4.371
H -25.319 25.887 -7.380
H -34.658 29.237 -1.286
H -35.544 29.262 -7.384
H -32.377 37.978 -2.893
H -25.242 25.160 -9.036
H -28.052 34.938 -3.095
H -33.955 23.176 -6.716
O -36.361 36.725 -2.261
O -30.900 37.291 -4.116
H -33.122 34.441 0.015
C -30.239 22.965 -2.399
H -33.245 28.117 0.467
H -30.524 20.375 -1.767
C -29.824 28.329 -9.478
H -28.817 26.230 -4.741
N -32.360 31.950 0.869
N -32.906 31.542 -2.381
H -26.991 23.896 -7.436
H -33.720 30.946 -2.425
C -31.943 31.288 -3.415
H -30.720 24.576 -1.117
H -28.356 29.722 -1.684
H -29.477 29.184 -5.623
C -33.247 23.634 -7.407
O -34.761 35.199 -5.880
H -31.305 22.520 -6.284
H -32.168 24.936 -3.065
H -24.153 29.341 -7.984
C -31.622 36.335 -4.954
H -33.137 38.714 -5.182
H -29.771 31.808 -9.110
C -26.892 29.396 -7.999
H -30.915 37.365 -0.007
H -35.785 27.155 -3.065
H -33.497 20.648 -8.139
H -35.060 35.269 -1.406
N -28.915 25.103 -2.012
H -24.156 27.981 -6.881
H -36.171 28.995 -4.751
O -34.336 29.115 -5.679
C -24.783 27.386 -8.870
H -30.985 39.316 -6.251
C -27.922 21.811 -8.487
H -28.381 24.488 -1.414
H -36.439 34.663 -4.693
H -27.093 28.755 -8.857
H -30.853 40.703 -5.321
H -34.886 33.621 -7.253
H -31.155 29.341 -7.414
C -34.598 28.893 -3.252
H -32.337 20.817 -9.435
H -33.659 26.239 -6.279
H -29.852 32.072 1.687
N -37.209 34.748 -4.045
H -27.775 22.810 -4.542
H -26.337 30.259 -8.367
C -32.906 25.972 -7.021
H -26.836 21.897 -8.457
N -23.485 27.126 -9.481
H -34.170 35.565 -6.542
H -31.057 26.357 -2.808
H -29.467 22.470 -1.809
C -31.140 25.298 -3.054
H -31.181 20.623 -3.361
H -29.356 27.604 -8.811
H -32.573 31.394 -6.323
N -31.573 29.387 1.966
H -26.482 26.169 -8.475
C -30.975 30.061 -8.213
H -22.743 27.019 -8.804
C -31.319 32.611 -3.795
C -32.043 34.288 0.037
H -30.866 25.116 -4.093
H -33.953 29.749 -7.556
N -35.152 29.578 -2.098
C -28.714 35.348 -2.332
H -25.421 27.860 -9.616
H -27.832 37.154 -2.270
H -33.865 23.993 -8.231
C -28.449 25.878 -5.705
C -25.397 26.068 -8.453
H -32.104 26.669 -6.779
H -30.002 22.818 -3.452
H -31.013 27.467 1.242
C -34.759 29.770 -6.824
H -32.627 37.057 -0.231
O -25.954 28.737 -7.130
C -32.352 28.368 -0.104
H -31.736 33.970 -0.959
H -28.596 24.414 -7.967
C -31.621 38.386 -3.563
C -31.606 39.996 -5.668
H -32.031 32.971 -6.561
H -32.411 35.852 -4.378
C -31.633 36.641 -0.392
H -35.135 38.338 -3.009
H -29.957 28.174 -4.268
H -33.549 29.184 -3.313
H -34.349 33.121 -5.667
H -33.771 21.784 -9.419
C -36.669 34.423 -2.736
O -32.410 24.672 -6.900
H -34.952 35.451 -3.155
H -28.867 34.598 -1.556
C -30.267 24.505 -2.106
H -32.204 40.388 -6.491
C -28.225 28.678 -1.398
H -30.562 32.401 -4.551
C -35.628 35.517 -2.303
H -30.327 22.321 -7.485
H -37.444 35.721 -4.177
H -29.892 32.729 0.039
H -29.482 24.096 -5.643
H -29.538 33.807 1.393
C -35.027 33.799 -6.187
H -31.181 28.930 -5.165
C -30.120 32.939 1.084
H -32.125 36.908 -5.733
H -32.301 31.782 -0.125
H -29.698 35.618 -2.716
*
```

Computed properties:
- DFT total energy (eV) = -92792.2714

Here are the Mulliken charges for atoms 1 to 8, given in e: 0.27 -0.65 0.38 0.13 0.04 -0.22 -0.40 0.29


ORCA calculation (the ωB97M-V functional and the def2-TZVPD basis) on one molecule with the formula C5H4O2.

Structure (ORCA input):
```
! RIJCOSX wB97M-V def2-TZVPD def2/J DEFGRID3
* xyz 0 1
H -2.132 -0.499 1.150
H 1.649 -1.238 -1.563
H 0.045 -0.217 2.388
C 1.090 -0.906 0.542
C -0.727 0.504 0.546
C 0.221 -0.133 1.314
O -2.047 0.361 0.693
H 0.648 1.037 -2.290
C 0.550 0.544 -1.331
C 1.125 -0.588 -0.865
O -0.421 1.135 -0.584
*
```

Computed properties:
- DFT total energy (eV) = -9340.4672
- relative energy (zero: lowest compared OMol25 entry of this formula, charge and spin) (kcal/mol) = 85.7

Here are the Mulliken charges for atoms 1 to 8, given in e: 0.39 0.33 0.41 -0.47 0.56 -0.45 -0.47 0.39


ORCA calculation (the ωB97M-V functional and the def2-TZVPD basis) on a 2-piece molecular cluster, C3H8N2O2 overall.

Structure (ORCA input):
```
! RIJCOSX wB97M-V def2-TZVPD def2/J DEFGRID3
* xyz 0 1
C -2.600 0.008 0.527
H -3.475 -1.016 -0.965
H 2.902 1.678 -0.054
H 4.344 -0.577 0.248
H -1.598 -0.271 0.835
C 2.579 0.627 -0.123
O 0.732 -0.851 -0.025
H -1.755 0.905 -0.953
O -3.425 -1.199 0.022
H -3.317 0.162 1.363
N 3.316 -0.390 0.666
H 2.730 -1.218 0.650
H 0.799 0.864 -1.276
N -2.546 1.060 -0.346
C 1.314 0.219 -0.568
*
```

Computed properties:
- DFT total energy (eV) = -10308.0733
- relative energy (zero: lowest compared OMol25 entry of this formula, charge and spin) (kcal/mol) = 204.8

Here are the Mulliken charges for atoms 1 to 8, given in e: -0.06 0.33 0.33 0.29 0.18 -0.24 -0.58 0.26


ORCA calculation (the ωB97M-V functional and the def2-TZVPD basis) on a 4-piece molecular cluster, C5H20N2O4 overall.

Structure (ORCA input):
```
! RIJCOSX wB97M-V def2-TZVPD def2/J DEFGRID3
* xyz 0 1
C 0.533 -0.368 0.348
H -0.966 -1.882 -2.375
H -3.061 -1.432 -1.245
O 1.139 1.826 -2.723
C 2.502 0.240 1.906
H 0.665 3.967 -0.183
H 1.036 -1.379 -1.380
H -2.047 3.395 1.722
H -0.787 3.511 -0.621
H 0.726 -1.725 2.911
H -1.459 -3.296 -0.130
H -1.241 -0.201 -1.752
O -1.820 2.966 0.931
O 0.112 3.641 -0.908
H -0.253 0.142 0.870
H 1.139 -2.928 1.859
N 1.381 -2.017 2.243
H -1.694 2.064 1.082
C -1.086 -1.206 -1.334
H 2.368 -1.452 0.548
H 0.896 0.458 -0.230
C -2.233 -1.629 -0.478
H 0.761 2.258 -1.993
H -2.366 -1.063 0.441
H 3.448 0.164 1.343
C 1.683 -0.974 1.254
O -2.318 -2.984 -0.290
H 1.895 1.134 1.716
H 2.059 2.130 -2.803
H 2.731 -0.062 2.923
N 0.170 -1.380 -0.668
*
```

Computed properties:
- DFT total energy (eV) = -16677.6857
- SMILES string = C[C@@H](N)CNCCO.O.O.O
- relative energy (zero: lowest compared OMol25 entry of this formula, charge and spin) (kcal/mol) = 52.4

Here are the Mulliken charges for atoms 1 to 8, given in e: -0.83 0.27 0.28 -0.61 -1.10 0.29 0.28 0.28


ORCA calculation (the ωB97M-V functional and the def2-TZVPD basis) on a 2-piece molecular cluster, C5H11NO2 overall.

Structure (ORCA input):
```
! RIJCOSX wB97M-V def2-TZVPD def2/J DEFGRID3
* xyz 0 1
C 2.171 0.332 -2.424
O -3.370 0.477 0.738
H -3.741 -0.060 0.027
H -1.798 1.868 2.039
O 3.315 -1.416 -1.175
H -1.641 0.802 -0.321
H -0.362 0.845 3.756
C 2.230 -0.862 -1.449
H 2.484 -0.028 -3.413
C -1.403 0.860 1.909
H 2.887 1.093 -2.100
H 0.381 -0.531 -0.693
H -1.676 -0.805 0.523
H 1.190 0.821 -2.473
N 1.046 -1.224 -0.900
C -1.934 0.268 0.617
H 1.180 -1.941 -0.246
H -0.300 -0.763 2.719
C -0.657 0.265 2.866
*
```

Computed properties:
- DFT total energy (eV) = -10947.5382
- SMILES string = CC(N)=O.C=CCO
- relative energy (zero: lowest compared OMol25 entry of this formula, charge and spin) (kcal/mol) = 39.9

Here are the Mulliken charges for atoms 1 to 8, given in e: -0.80 -0.54 0.29 0.27 -0.61 0.21 0.25 0.51